{
  "formula": "C3H6ClFN2",
  "method": "ωB97M-V/def2-TZVPD",
  "smiles": "CN/N=C\\[C@H](F)Cl",
  "gap_ev": 10.1301,
  "species": ["C", "N", "N", "C", "C", "F", "Cl", "H", "H", "H", "H", "H", "H"],
  "coordinates": [[1.460, 0.815, -0.245], [1.114, -0.649, -0.418], [0.401, -1.366, 0.510], [-0.797, -1.026, 0.704], [-1.559, 0.131, 0.006], [-1.538, 1.349, 0.752], [-3.219, -0.330, -0.318], [2.179, 1.036, 0.581], [1.890, 1.090, -1.196], [0.627, 1.533, -0.153], [2.038, -1.156, -0.561], [-1.490, -1.713, 1.318], [-1.106, 0.285, -0.980]],
  "nbo_charge": [-0.451, -0.476, -0.203, 0.001, 0.109, -0.356, -0.016, 0.192, 0.211, 0.217, 0.369, 0.201, 0.200]
}

---

{
  "formula": "C26H42Cl3IrN4O4Si",
  "method": "ωB97M-V/def2-TZVPD",
  "s_squared": 6.036,
  "multiplicity": 5,
  "gap_ev": [2.9678, 6.2182],
  "species": ["C", "C", "H", "H", "H", "C", "C", "H", "H", "H", "H", "Ir", "Cl", "Cl", "H", "H", "C", "C", "N", "H", "C", "O", "H", "H", "H", "H", "H", "H", "C", "C", "N", "H", "C", "O", "H", "H", "H", "H", "O", "C", "C", "C", "H", "C", "H", "C", "H", "C", "C", "H", "H", "H", "Si", "Cl", "C", "C", "C", "H", "H", "H", "H", "H", "H", "H", "H", "H", "N", "C", "O", "C", "C", "C", "N", "C", "C", "H", "H", "H", "H", "H", "H"],
  "coordinates": [[2.612, 4.423, 1.437], [1.419, 3.774, 2.122], [2.385, 5.481, 1.268], [2.561, 3.949, 0.462], [3.621, 4.277, 1.839], [0.661, 4.296, 3.132], [0.684, 5.764, 3.310], [-0.143, 3.775, 3.550], [0.781, 6.299, 2.337], [1.568, 6.065, 3.919], [-0.226, 6.148, 3.812], [0.718, -0.570, -1.189], [2.774, -0.901, -0.115], [0.036, 0.378, -4.043], [-1.010, -4.588, -3.737], [1.499, -5.032, -4.067], [-0.847, -3.526, -3.861], [1.547, -3.961, -4.267], [0.557, -3.222, -3.518], [-1.440, -2.963, -3.109], [0.786, -2.591, -2.401], [-0.255, -2.150, -1.697], [2.571, -3.630, -3.990], [1.798, -2.312, -2.080], [-1.056, -3.146, -4.852], [1.443, -3.800, -5.358], [-0.647, 3.941, -1.021], [-2.233, 3.835, 1.436], [-1.619, 3.589, -1.402], [-2.941, 3.445, 0.685], [-2.256, 2.743, -0.390], [-1.498, 3.043, -2.326], [-2.124, 1.390, -0.412], [-1.429, 0.756, -1.237], [-3.674, 2.808, 1.177], [-2.675, 0.903, 0.394], [-2.284, 4.455, -1.538], [-3.460, 4.317, 0.256], [0.710, 3.234, 0.785], [1.154, 2.297, 1.752], [-0.984, 1.344, 2.737], [0.384, 1.415, 2.716], [-1.529, 1.921, 1.988], [-1.696, 0.660, 3.766], [2.066, 1.825, 1.410], [1.073, 0.739, 3.740], [-2.780, 0.654, 3.741], [-1.008, 0.043, 4.785], [0.375, 0.067, 4.789], [2.160, 0.752, 3.835], [-1.562, -0.504, 5.577], [0.914, -0.429, 5.610], [1.738, 1.757, -3.661], [1.342, 1.477, -0.983], [0.830, 3.074, -4.787], [2.919, 0.286, -3.999], [3.109, 3.067, -3.419], [-0.206, 3.226, -4.440], [0.825, 2.605, -5.773], [1.362, 3.963, -4.821], [2.673, 4.071, -3.163], [3.552, 3.154, -4.400], [3.889, 2.830, -2.689], [2.958, -0.458, -3.199], [3.913, 0.668, -4.182], [2.596, -0.250, -4.940], [-3.663, -3.914, 3.630], [-2.498, -3.241, 3.850], [-2.081, -3.040, 5.001], [-1.800, -2.667, 2.647], [-2.495, -2.241, 1.506], [-1.750, -1.629, 0.488], [-0.419, -1.468, 0.563], [0.219, -1.805, 1.669], [-0.415, -2.440, 2.717], [-3.973, -4.491, 4.402], [-3.837, -4.311, 2.701], [-3.535, -2.375, 1.368], [-2.293, -1.198, -0.362], [1.248, -1.505, 1.706], [0.176, -2.752, 3.573]],
  "mulliken_charge": [-1.272, 0.921, 0.355, 0.231, 0.246, -0.346, -1.509, 0.568, 0.368, 0.309, 0.388, 1.496, -0.499, -0.354, 0.378, 0.342, -0.933, -0.897, 0.333, 0.174, -0.067, -0.894, 0.309, 0.464, 0.357, 0.301, 0.196, 0.220, -0.948, -0.875, 0.348, 0.276, -0.279, -0.575, 0.321, 0.614, 0.376, 0.342, -0.237, -1.336, 1.873, -0.182, -0.357, -0.926, 0.816, -0.457, 0.400, -0.253, -0.832, 0.438, 0.256, 0.393, 1.383, -0.245, -1.386, -1.095, -1.664, 0.316, 0.382, 0.455, 0.314, 0.464, 0.315, 0.269, 0.431, 0.300, -0.432, 0.154, -0.696, 1.018, -1.569, -0.478, 0.325, -0.449, -0.977, 0.275, 0.204, 0.469, 0.806, 0.280, 0.450]
}

---

ΔE to the lowest compared entry with this formula, charge and spin, record by record: 2.1180, 7.0529 eV